{"formula": "C49H72BN3O11", "method": "ωB97M-V/def2-TZVPD", "species": ["C", "C", "C", "C", "C", "B", "O", "O", "C", "C", "C", "C", "C", "C", "C", "C", "C", "C", "C", "N", "C", "C", "C", "C", "N", "C", "C", "C", "C", "C", "N", "O", "H", "H", "H", "H", "H", "H", "H", "H", "H", "H", "H", "H", "H", "H", "H", "H", "H", "H", "H", "H", "H", "H", "H", "H", "C", "C", "C", "O", "H", "H", "H", "H", "H", "H", "C", "C", "C", "O", "H", "H", "H", "H", "H", "H", "C", "C", "C", "O", "H", "H", "H", "H", "H", "H", "C", "C", "C", "O", "H", "H", "H", "H", "H", "H", "C", "C", "C", "O", "H", "H", "H", "H", "H", "H", "C", "C", "C", "O", "H", "H", "H", "H", "H", "H", "C", "C", "C", "O", "H", "H", "H", "H", "H", "H", "C", "C", "C", "O", "H", "H", "H", "H", "H", "H"], "positions_angstrom": [[-2.22337, 1.82428, 5.04713], [-2.83907, 2.73012, 4.49242], [-3.75298, 3.68151, 3.61039], [-3.33724, 3.43199, 2.09968], [-2.03990, 4.06655, 1.53703], [-1.19195, 5.01736, 2.55887], [0.01803, 4.47682, 3.06485], [-1.65285, 6.32592, 2.92693], [-0.79570, 7.26438, 2.19260], [-1.64058, 3.79215, 0.12047], [-0.33385, 4.42304, -0.49526], [1.01096, 3.92989, 0.16993], [1.41795, 2.50522, 0.37370], [2.73088, 2.17365, 1.07195], [3.67683, 3.22438, 1.57638], [3.26871, 4.67505, 1.37083], [4.20737, 5.84476, 1.90444], [1.97489, 4.99213, 0.67946], [-2.50222, 2.89005, -0.78624], [-2.05037, 2.69959, -2.10178], [-2.90874, 1.91517, -2.84447], [-2.56475, 1.61243, -4.33147], [-2.54583, 1.51059, -5.55932], [-4.16715, 1.29634, -2.27688], [-4.65050, 1.44833, -0.99198], [-3.77919, 2.28787, -0.27245], [-4.15816, 2.59619, 1.18864], [-5.51375, 1.98825, 1.76932], [-6.58899, 3.16328, 1.93872], [-7.83795, 3.06109, 0.97952], [-7.73659, 2.83513, -0.46650], [-8.97313, 3.21734, 1.44022], [-1.87840, 0.95236, 5.66723], [-4.81332, 3.37907, 3.84207], [-3.62615, 4.75312, 3.94154], [-0.12227, 3.50249, 3.04624], [-0.94194, 7.02548, 1.08567], [-1.14238, 8.33845, 2.33457], [0.29836, 7.15346, 2.48301], [-0.23057, 4.30423, -1.61175], [-0.39611, 5.54832, -0.30186], [0.75567, 1.66934, 0.01136], [2.98749, 1.08018, 1.23464], [4.62831, 2.91995, 2.10758], [3.99574, 6.83335, 1.36865], [5.31310, 5.62111, 1.68099], [4.03319, 6.06047, 3.00572], [1.71443, 6.09457, 0.57810], [-2.50242, 1.01201, -6.56595], [-4.78023, 0.64470, -2.97826], [-5.96811, 1.20400, 1.10035], [-5.28329, 1.47730, 2.75720], [-6.98215, 3.14338, 3.00924], [-6.06031, 4.15283, 1.74441], [-6.75228, 3.05089, -0.69322], [-7.95897, 1.85675, -0.67510], [-6.36486, -2.81005, -0.22624], [-7.01677, -1.53381, 0.23762], [-8.04723, -0.91380, -0.66970], [-6.72360, -1.02554, 1.30005], [-5.64621, -3.14218, 0.52446], [-7.12025, -3.58774, -0.35627], [-5.83558, -2.63713, -1.16556], [-8.87685, -1.60735, -0.81942], [-7.59216, -0.65680, -1.62884], [-8.43246, -0.00321, -0.20866], [5.76280, -2.26454, 1.83917], [5.20009, -0.97544, 1.30258], [5.89897, -0.35406, 0.12293], [4.21888, -0.45613, 1.80240], [5.16104, -2.59716, 2.68615], [5.73293, -3.03381, 1.06557], [6.78877, -2.11021, 2.17824], [5.87430, -1.03920, -0.72643], [6.93148, -0.11495, 0.38599], [5.38600, 0.56859, -0.15661], [-11.86274, 3.13130, 2.49073], [-13.27840, 3.23894, 2.99316], [-13.47236, 3.52947, 4.45994], [-14.22719, 3.09755, 2.24792], [-11.87334, 2.92043, 1.42092], [-11.33657, 4.07296, 2.65579], [-11.34731, 2.31651, 3.00268], [-13.01728, 4.48936, 4.71216], [-13.02779, 2.73211, 5.05891], [-14.53995, 3.57943, 4.68064], [4.33100, -5.96965, 3.59747], [5.45456, -6.23982, 2.62981], [5.41634, -7.53938, 1.87159], [6.35473, -5.43937, 2.46879], [4.48745, -4.99927, 4.07181], [3.37826, -5.94944, 3.06456], [4.31399, -6.73920, 4.37176], [4.51277, -7.58745, 1.26296], [5.44752, -8.37852, 2.57001], [6.28467, -7.59932, 1.21346], [6.97670, -3.52387, -4.19614], [6.34583, -2.23631, -3.73366], [5.32460, -1.60031, -4.64071], [6.64838, -1.73089, -2.67177], [7.69058, -3.86667, -3.44556], [6.20857, -4.28934, -4.32426], [7.50778, -3.36115, -5.13617], [4.48355, -2.28082, -4.78839], [5.78267, -1.35253, -5.60039], [4.95530, -0.68189, -4.18159], [2.22688, -7.36714, -2.31351], [3.12320, -8.41916, -1.71772], [3.49234, -9.58854, -2.59239], [3.53336, -8.32953, -0.57686], [2.04396, -6.58622, -1.57294], [2.70802, -6.91960, -3.18293], [1.27071, -7.81110, -2.59784], [4.02901, -9.23666, -3.47563], [2.59167, -10.12989, -2.88887], [4.14091, -10.26652, -2.03493], [0.83968, -6.17197, -6.66000], [1.81192, -7.28152, -6.35527], [1.83804, -8.45738, -7.29642], [2.54589, -7.23007, -5.38850], [0.93012, -5.39322, -5.90100], [1.06515, -5.73757, -7.63595], [-0.18150, -6.55799, -6.64570], [2.10770, -8.12399, -8.30045], [0.86094, -8.94444, -7.31028], [2.58326, -9.17747, -6.95481], [9.10204, 3.73331, 2.35436], [8.54754, 5.02707, 1.81680], [9.24835, 5.64216, 0.63313], [7.57477, 5.55299, 2.31752], [8.49981, 3.40722, 3.20381], [9.06386, 2.96277, 1.58160], [10.13055, 3.88037, 2.69008], [9.21660, 4.95594, -0.21557], [10.28335, 5.87370, 0.89276], [8.74202, 6.56754, 0.35416]], "forces_ev_per_a": [[-1.12, 0.48, 0.04], [-0.29, -0.52, -0.38], [1.38, -1.29, 0.48], [0.08, -0.65, -3.44], [-1.68, -1.58, -2.12], [0.79, -0.25, 0.48], [-2.64, 0.29, -0.18], [1.65, -1.01, -1.14], [-0.14, 0.33, -0.70], [-1.56, -0.71, 1.53], [0.44, 0.38, 0.70], [2.82, -0.27, 1.65], [1.70, 2.29, 0.91], [-0.74, 2.09, -0.28], [-3.38, 0.72, -1.67], [-0.99, -1.53, -0.60], [-0.14, 0.03, -0.80], [0.79, -2.29, 0.45], [0.06, 0.60, 0.87], [-3.27, -1.83, 0.38], [0.36, -0.05, 0.29], [-1.09, 0.85, 0.34], [0.10, -1.44, 1.34], [0.09, 0.23, 0.32], [3.80, 1.60, -2.67], [0.49, 1.04, 2.47], [0.92, 0.43, 0.73], [0.46, 0.44, -0.55], [0.22, -0.12, 0.09], [-2.28, 0.29, 0.44], [1.62, 0.51, 2.03], [2.29, -0.57, -0.55], [-0.30, 1.65, -1.17], [1.19, 0.34, -0.47], [0.04, -1.11, -0.56], [0.69, 0.74, -0.24], [0.47, 0.51, 1.25], [0.34, -1.53, 0.15], [-1.37, 0.14, -0.32], [-0.55, -0.12, 1.24], [0.16, -1.48, -0.32], [0.82, 1.01, 0.50], [-0.32, 1.71, -0.28], [-1.32, 0.55, -0.75], [0.05, -1.41, 0.57], [-1.75, 0.19, 0.68], [0.38, -0.54, -1.27], [0.27, -1.60, 0.05], [0.02, 1.26, 1.57], [0.90, 0.95, 0.99], [0.86, 0.81, 0.67], [-0.39, 0.72, -1.18], [0.26, 0.27, -1.59], [-0.80, -1.08, 0.30], [-0.63, -0.74, -0.36], [0.16, 0.60, -0.05], [0.20, -0.04, 0.29], [0.19, 0.21, 0.48], [-0.03, 0.26, 0.16], [-0.14, -0.17, -0.34], [-0.08, 0.07, -0.06], [0.04, 0.04, -0.21], [-0.16, -0.10, -0.08], [0.07, 0.02, -0.19], [-0.10, -0.17, -0.07], [-0.03, -0.19, 0.05], [-0.36, 0.08, 0.23], [-0.24, 0.24, 0.18], [-0.38, 0.25, 0.05], [0.34, -0.39, -0.05], [0.08, 0.03, -0.09], [0.26, 0.02, 0.03], [0.05, -0.16, -0.19], [0.28, 0.07, 0.11], [0.06, -0.20, -0.14], [0.03, -0.07, 0.05], [-0.29, -0.05, -0.27], [-0.29, -0.10, -0.43], [-0.40, 0.01, 0.01], [0.22, 0.05, 0.28], [0.02, 0.04, 0.13], [0.15, -0.16, 0.12], [0.15, 0.19, 0.08], [0.15, -0.13, 0.09], [0.15, 0.15, 0.04], [0.10, -0.01, -0.05], [0.12, 0.36, 0.11], [0.47, 0.17, -0.13], [0.25, 0.17, -0.08], [-0.28, -0.15, 0.08], [0.00, -0.10, -0.05], [-0.02, -0.20, 0.09], [-0.17, -0.06, -0.11], [-0.01, -0.18, 0.15], [-0.20, -0.02, -0.05], [-0.08, 0.03, 0.07], [0.22, -0.04, 0.31], [0.13, 0.18, 0.41], [-0.07, 0.30, 0.24], [-0.07, -0.21, -0.43], [-0.09, 0.06, -0.06], [0.04, 0.04, -0.21], [-0.17, -0.11, -0.08], [0.09, -0.03, -0.19], [-0.12, -0.17, -0.06], [0.05, -0.10, -0.03], [0.08, 0.28, 0.44], [0.05, 0.10, 0.44], [0.27, -0.18, 0.27], [-0.14, -0.09, -0.40], [0.02, -0.13, 0.00], [-0.21, -0.17, -0.09], [0.09, 0.03, -0.24], [-0.23, -0.02, -0.11], [0.04, 0.10, -0.19], [-0.08, 0.08, -0.02], [0.12, 0.20, 0.31], [0.28, 0.01, 0.34], [0.26, -0.18, 0.22], [-0.17, -0.01, -0.44], [0.01, -0.10, -0.07], [-0.18, -0.11, -0.06], [0.02, 0.02, -0.22], [-0.21, -0.04, -0.04], [-0.01, 0.09, -0.20], [-0.07, 0.09, -0.02], [-0.25, -0.04, 0.27], [-0.41, 0.22, 0.21], [-0.22, 0.29, -0.03], [0.36, -0.17, -0.15], [0.05, 0.06, -0.09], [0.21, 0.03, -0.01], [0.04, -0.11, -0.18], [0.21, -0.02, 0.05], [0.04, -0.17, -0.13], [0.03, -0.10, 0.05]], "charge": 0, "gap_ev": 7.1}